The following is a DFT calculation (ωB97M-V with the def2-TZVPD basis set) of a cluster of 7 separate species, C47H110F3N4O7P2S in total at a distorted geometry.

Structure (ORCA input):
```
! RIJCOSX wB97M-V def2-TZVPD def2/J DEFGRID3
* xyz 5 1
S 1.47 0.79 1.07
P -2.96 -4.39 6.71
P 2.94 1.36 -7.82
F 3.02 0.19 -1.08
F 1.18 -1.02 -0.87
F 2.92 -1.39 0.45
O 2.69 1.55 1.53
O -0.88 3.34 4.46
O 0.86 0.03 2.16
O -3.46 -2.69 0.96
O 6.42 1.06 3.27
O 0.64 1.58 0.16
O -0.06 3.10 -4.53
N -1.10 5.62 2.10
N -0.51 4.98 -3.08
N 5.22 2.39 1.77
N -3.54 -0.23 1.40
C 6.05 -1.33 -8.29
C -4.38 -5.72 2.89
C 2.36 2.86 -8.85
C 4.89 1.70 -3.96
C 0.06 -1.14 6.24
C -2.04 -0.01 0.97
C -7.83 -3.46 7.91
C 0.75 -0.27 -8.33
C 1.32 3.79 -8.12
C 5.99 1.11 2.19
C -1.70 -2.48 5.13
C 6.93 -2.21 -7.45
C -0.36 3.52 -3.38
C 0.57 5.53 -9.79
C 5.68 3.07 0.50
C 4.76 -0.82 -7.73
C 3.77 1.31 -4.96
C -5.50 -3.65 7.53
C -1.39 -3.76 5.93
C -1.91 6.14 0.85
C 6.38 1.53 -4.54
C -0.71 -0.43 -7.93
C -1.87 5.99 3.41
C -2.71 -5.35 8.16
C -3.82 -4.74 4.04
C 4.11 0.21 -8.66
C -0.90 -1.15 -6.57
C -2.20 -7.33 10.46
C -3.44 -6.77 2.61
C -5.65 -1.66 1.12
C 2.18 -0.43 -0.22
C -1.59 -7.37 9.00
C -4.14 -1.65 1.08
C -0.42 -1.63 4.91
C 3.86 2.02 -6.41
C -0.70 2.67 -2.18
C -0.14 3.32 3.23
C 5.69 -0.16 1.38
C 0.32 6.28 2.13
C 1.44 5.30 -8.54
C -1.35 -5.99 8.40
C -3.72 -5.41 5.43
C 1.50 0.48 -7.16
C -0.82 4.00 2.05
C -0.13 5.81 -4.35
C -6.60 -2.64 7.47
C -4.22 -2.97 6.94
H -0.36 -2.10 -6.53
H -8.08 -4.35 7.32
H 5.01 -0.45 -6.74
H -2.08 7.05 3.31
H -4.43 -3.84 4.05
H -1.95 -2.66 4.08
H -4.49 -2.52 5.99
H 4.83 1.09 -3.07
H 7.69 -2.69 -8.07
H -2.72 5.32 3.56
H -1.64 7.17 0.60
H 0.27 3.52 -8.24
H -0.60 -5.42 8.95
H -1.46 -0.94 1.00
H 1.38 3.66 -7.04
H 6.52 -0.23 0.67
H -2.40 -8.28 10.95
H 6.55 -0.46 -8.71
H -6.14 -2.61 1.34
H -1.14 0.57 -7.86
H -6.77 -2.44 6.41
H 0.09 5.21 -2.30
H -2.56 -6.36 2.13
H -2.85 -4.36 3.71
H 4.03 -1.60 -7.55
H 0.70 6.57 -10.09
H 4.27 2.06 1.70
H -5.92 -0.93 1.88
H 0.25 7.35 2.34
H -5.37 -4.01 8.55
H 5.04 3.94 0.33
H 0.53 -2.04 4.58
H 6.41 -3.04 -6.98
H 4.70 2.72 -3.62
H 3.23 3.43 -9.19
H -0.72 -3.71 6.78
H -7.73 -3.85 8.92
H -1.27 -0.84 -8.78
H -3.59 -0.08 2.39
H -1.54 -6.85 11.19
H -0.63 -0.63 6.90
H 0.65 0.24 -9.29
H -3.94 -7.40 1.88
H -0.49 5.31 -9.65
H -1.68 5.50 0.00
H -6.16 -1.36 0.20
H -8.70 -2.81 7.80
H 3.37 -0.16 -9.37
H 5.78 -2.01 -9.10
H -0.20 3.83 1.17
H 5.60 2.32 -0.28
H 4.74 -0.24 0.86
H -4.69 -5.69 5.82
H -5.87 -4.41 6.85
H -0.46 3.09 -1.20
H -0.70 -0.80 4.27
H 1.01 5.78 2.82
H -3.24 -7.51 3.39
H -5.28 -6.18 3.31
H 7.04 1.55 -3.68
H -0.40 1.63 -2.31
H 0.99 5.84 -7.71
H -1.17 5.72 4.20
H 6.71 2.39 -5.14
H 1.82 -0.17 -6.35
H -2.46 -1.81 5.52
H 5.25 2.97 2.60
H -1.65 0.74 1.66
H -0.58 -0.64 -5.66
H 2.76 1.48 -4.59
H 2.51 5.53 -8.60
H -0.87 -4.48 5.30
H -3.15 -6.34 5.48
H -3.50 -6.10 8.08
H 3.66 3.07 -6.21
H -4.59 -5.07 2.04
H 4.92 1.91 -6.64
H 0.57 -1.86 6.87
H -1.77 2.47 -2.15
H 1.16 -1.25 -8.54
H -0.56 -7.72 9.11
H 0.89 1.29 -6.77
H -6.45 -1.74 8.07
H 0.21 6.78 -3.99
H -0.96 5.80 -5.05
H -1.45 5.07 -2.73
H -1.79 3.51 2.03
H -0.07 2.26 3.02
H 7.44 -1.63 -6.68
H 0.91 3.57 3.37
H 0.78 -0.41 5.87
H 4.81 0.81 -9.24
H -3.15 -6.80 10.50
H 5.70 -0.96 2.12
H -3.00 -4.73 9.01
H 1.90 2.42 -9.74
H -2.95 6.23 1.16
H 0.74 5.36 -4.83
H 0.59 6.16 1.08
H -4.10 0.44 0.90
H -1.70 2.85 4.31
H -0.81 -6.15 7.46
H -1.93 -1.49 -6.43
H 6.72 3.39 0.55
H -2.01 0.39 -0.04
H -2.14 -8.05 8.35
H 3.94 0.23 -5.03
H -4.02 -2.22 7.71
H 0.72 4.88 -10.66
H 6.45 0.61 -5.12
*
```



The following is a DFT calculation (ωB97M-V with the def2-TZVPD basis set) of a structure of composition C18H41AuO2P3 at a distorted geometry.

ΔE to the lowest compared entry with this formula, charge and spin: 75.55 kcal per mole
⟨S²⟩: 2.037

Structure (ORCA input):
```
! RIJCOSX wB97M-V def2-TZVPD def2/J DEFGRID3
* xyz 3 3
Au -0.49 0.00 -0.26
P -1.44 1.11 1.83
P -0.07 2.34 -1.41
P 1.83 -0.80 -0.66
O -0.85 -2.13 -0.72
O 2.97 2.41 2.12
C -1.70 -2.37 -1.71
C -1.94 -3.88 -3.54
C -2.84 -3.02 -4.19
C 1.99 -1.44 -2.35
C 3.33 0.21 -0.43
C -0.36 2.23 2.71
C -2.63 -1.45 -2.31
C -0.67 -3.87 2.93
C 0.25 3.75 -0.35
C -2.99 2.01 1.54
C -1.60 2.72 -2.30
C -3.14 -1.83 -3.55
C -1.41 -3.61 -2.29
C -1.74 -0.28 2.92
C 0.22 -3.15 3.60
C 1.25 2.35 -2.62
C 3.26 1.50 3.21
C 2.07 -2.25 0.40
H -0.89 3.17 2.87
H -1.62 -4.81 -3.93
H -0.34 -4.60 2.16
H -0.13 1.81 3.70
H 3.63 0.66 -1.38
H -2.81 -0.31 3.15
H 2.66 -1.95 1.28
H 3.55 0.53 2.79
H 0.48 4.60 -0.98
H -2.18 3.47 -1.77
H -0.61 -4.17 -1.81
H 2.22 2.30 -2.13
H 1.07 -1.93 -2.66
H -1.43 -1.25 2.53
H -1.27 1.58 0.15
H -3.85 -1.21 -4.09
H 1.10 3.56 0.31
H -2.90 -0.44 -2.02
H -2.85 2.69 0.70
H 1.28 -3.49 3.68
H 1.11 -2.65 0.73
H -0.06 -2.31 4.27
H 1.17 3.29 -3.15
H 1.14 1.52 -3.32
H 2.61 -3.02 -0.15
H -3.28 -3.37 -5.14
H -0.62 4.01 0.26
H 0.60 2.42 2.23
H -1.20 -0.12 3.86
H 4.14 -0.45 -0.09
H -3.29 2.56 2.43
H -1.33 3.10 -3.28
H 3.17 0.99 0.33
H 2.22 -0.62 -3.04
H -1.67 -3.43 2.70
H -2.22 1.83 -2.43
H 2.34 1.37 3.80
H 2.81 -2.16 -2.38
H 3.57 3.13 2.17
H 4.06 1.87 3.86
H -3.73 1.28 1.24
*
```



The following is a DFT calculation (ωB97M-V with the def2-TZVPD basis set) of a structure of composition C12H27ClFO3PTa at a distorted geometry.

Structure (ORCA input):
```
! RIJCOSX wB97M-V def2-TZVPD def2/J DEFGRID3
* xyz -1 1
Ta -2.04 0.16 -0.47
Cl -0.70 2.77 2.66
P -1.80 2.47 -1.75
F 1.92 -0.75 -3.40
O -2.59 3.69 1.09
O 2.33 0.20 1.17
O -1.65 2.31 -3.24
C 1.78 -2.01 1.94
C -2.67 1.29 1.45
C -1.90 -1.71 0.79
C -0.29 -1.39 -2.73
C -1.71 -0.87 -2.42
C 2.77 2.50 0.73
C -0.82 -1.78 1.89
C 0.74 -0.28 -2.77
C 2.57 -1.17 0.93
C 0.44 -2.57 1.45
C -2.19 2.66 1.57
C 3.18 1.06 0.44
H -2.03 -0.22 -3.25
H -3.87 0.09 -0.88
H 3.28 2.89 1.61
H 3.10 0.84 -0.64
H -1.24 -2.28 2.77
H -0.73 3.22 -1.19
H 2.25 -1.41 -0.09
H -0.25 0.46 -0.12
H -2.85 3.35 -1.40
H -0.27 -1.85 -3.72
H 3.65 -1.37 1.00
H -0.51 -0.79 2.22
H 2.97 3.15 -0.12
H 0.45 -2.64 0.36
H 0.01 -2.17 -2.02
H 1.03 0.05 -1.77
H -2.23 0.68 2.24
H -2.40 -1.73 -2.42
H 4.22 0.87 0.72
H 1.70 2.52 0.93
H 1.62 -1.37 2.81
H 2.42 -2.83 2.27
H 0.34 -3.59 1.82
H -2.90 -1.83 1.23
H 0.37 0.57 -3.35
H -3.76 1.30 1.56
H -1.75 -2.54 0.09
*
```



The following is a DFT calculation (ωB97M-V with the def2-TZVPD basis set) of the molecule C6H6.

ΔE to the lowest compared entry with this formula, charge and spin: 157.74 kcal per mole

Structure (ORCA input):
```
! RIJCOSX wB97M-V def2-TZVPD def2/J DEFGRID3
* xyz 0 1
C -0.66 0.66 -0.32
C 0.50 1.35 0.02
C 1.61 0.75 0.83
C -1.38 -0.41 -0.18
C -1.81 -2.76 -1.15
C -1.59 -1.63 -0.75
H -2.01 -3.76 -1.47
H -1.00 1.64 0.26
H 1.82 1.31 1.74
H 1.38 -0.29 1.09
H 0.60 2.39 -0.29
H 2.53 0.76 0.22
*
```



The following is a DFT calculation (ωB97M-V with the def2-TZVPD basis set) of the ion C4H6NO2 with charge +1 at a distorted geometry.

Structure (SMILES): C[N+]1=CCOC1=O
ΔE to the lowest compared entry with this formula, charge and spin: 15.02 kcal per mole

Structure (ORCA input):
```
! RIJCOSX wB97M-V def2-TZVPD def2/J DEFGRID3
* xyz 1 1
O 0.31 1.77 0.63
O -0.25 2.01 -1.51
N -0.03 -0.18 -0.44
C 0.01 1.33 -0.55
C 0.42 0.70 1.59
C 0.18 -0.49 0.80
C -0.45 -1.10 -1.34
H 0.41 -1.48 1.13
H -0.42 0.76 2.30
H -1.39 -0.93 -1.82
H 1.30 0.69 2.23
H -0.45 -2.01 -0.87
H 0.38 -1.07 -2.15
*
```



The following is a DFT calculation (ωB97M-V with the def2-TZVPD basis set) of a cluster of 5 separate species, C19H41O12PS4 in total at a distorted geometry.

⟨S²⟩: 0.761

Structure (ORCA input):
```
! RIJCOSX wB97M-V def2-TZVPD def2/J DEFGRID3
* xyz 1 2
S -4.18 5.70 1.76
S -2.25 -5.67 2.73
S 4.89 -0.61 0.54
S -0.96 -2.74 -0.98
P 1.16 2.63 -4.19
O -4.19 6.95 0.92
O -0.93 -5.82 2.07
O -4.44 5.81 3.25
O 2.26 1.44 -4.09
O -2.55 -4.56 3.58
O -0.19 2.17 -4.48
O 3.66 -0.32 1.16
O -0.16 -3.25 -2.16
O 1.51 3.42 -2.77
O 4.96 -1.70 -0.47
O 1.88 3.65 -5.19
O -2.15 -3.41 -0.52
C -2.66 4.71 1.48
C 5.46 1.06 0.03
C 3.62 1.63 -3.76
C -3.48 -5.72 1.31
C -4.48 -6.76 1.61
C 6.34 -0.68 1.73
C -2.91 -7.34 3.36
C 0.09 -0.85 0.88
C -3.84 -7.89 2.30
C 1.24 4.86 -5.69
C -1.41 -0.91 -1.20
C 0.96 2.73 -1.63
C -3.19 3.22 1.31
C -1.20 -0.33 0.23
C 0.25 -2.31 0.35
C -4.48 3.36 0.44
C -5.40 4.43 1.06
C 6.71 0.81 2.05
C 6.76 1.45 0.71
H -3.60 -6.89 4.07
H 1.77 3.11 -1.00
H 0.00 2.94 -1.16
H 4.70 1.84 0.10
H -5.20 -6.21 2.22
H -3.45 2.77 2.27
H 7.57 0.83 2.72
H 1.75 5.42 -6.48
H -4.58 -8.49 2.84
H 4.14 0.69 -4.00
H -2.00 5.06 2.29
H 0.95 -0.21 0.65
H 5.97 1.33 2.65
H -2.52 2.58 0.73
H 3.79 1.79 -2.70
H 0.25 4.64 -6.08
H -5.98 4.91 0.28
H 1.18 -2.38 -0.20
H -1.13 0.73 0.02
H -2.36 -0.98 -1.72
H -2.85 -6.04 0.48
H 5.49 0.89 -1.05
H 6.16 -1.34 2.57
H -5.12 2.49 0.37
H -2.00 -0.51 0.96
H 6.68 2.53 0.83
H 7.66 1.14 0.17
H -6.03 3.91 1.78
H -2.30 4.95 0.48
H 1.12 5.58 -4.88
H 1.09 1.65 -1.60
H -0.75 -0.55 -1.99
H -4.97 -7.13 0.71
H 7.17 -1.01 1.10
H -3.98 -4.78 1.09
H -0.10 -0.87 1.95
H -3.29 -8.50 1.58
H 0.20 -3.13 1.07
H -2.30 -7.96 4.02
H 4.21 2.36 -4.32
H -4.06 3.68 -0.52
*
```



The following is a DFT calculation (ωB97M-V with the def2-TZVPD basis set) of the molecule C3H7N3O2 at a distorted geometry.

Structure (SMILES): [H]/N=C(/N)NCC(=O)O
ΔE to the lowest compared entry with this formula, charge and spin: 52.38 kcal per mole

Structure (ORCA input):
```
! RIJCOSX wB97M-V def2-TZVPD def2/J DEFGRID3
* xyz 0 1
O 1.66 0.81 0.60
O 1.77 -1.04 1.97
N -0.31 -0.57 -0.95
N -1.80 0.97 -2.07
N -1.50 1.05 0.32
C 1.35 -0.48 0.97
C 0.17 -1.27 0.22
C -1.34 0.42 -0.94
H -0.63 -1.18 -1.58
H 1.29 0.80 -0.32
H -1.43 0.46 -2.88
H -0.64 1.32 0.65
H 0.74 -2.15 -0.03
H -0.57 -1.51 0.93
H -2.01 1.89 -0.03
*
```



The following is a DFT calculation (ωB97M-V with the def2-TZVPD basis set) of a cluster of 3 separate species, C13H31FN2O4S in total at a distorted geometry.

Structure (SMILES): [H]/N=C(/C)CN(CC)S(=O)(=O)F.CCOCC.CCOCC

Structure (ORCA input):
```
! RIJCOSX wB97M-V def2-TZVPD def2/J DEFGRID3
* xyz 0 1
S -2.34 -3.03 0.95
F -1.47 -4.08 0.18
O 0.24 2.37 2.02
O -3.14 -2.38 -0.02
O -1.44 -2.28 1.76
O 6.40 3.82 -3.05
N -3.28 -3.97 1.93
N -5.68 -2.33 1.55
C 5.43 3.90 -4.07
C 1.32 2.90 1.27
C 6.05 4.39 -1.80
C 4.82 3.77 -1.16
C -0.61 1.47 1.34
C 0.88 3.68 0.04
C -2.35 -6.35 1.95
C 0.09 0.23 0.82
C -4.49 -4.50 1.28
C -6.84 -4.10 0.44
C -2.45 -4.98 2.63
C -5.64 -3.52 1.14
C 5.03 5.32 -4.43
H 4.97 2.70 -1.02
H -4.86 -5.36 1.83
H 6.92 4.24 -1.16
H -1.50 -6.89 2.34
H 4.56 5.84 -3.60
H 1.85 3.57 1.95
H 3.93 3.91 -1.77
H -1.45 -4.57 2.71
H 2.02 2.11 0.99
H -4.81 -2.08 2.02
H 4.55 3.31 -3.80
H -1.14 1.98 0.53
H -1.36 1.17 2.07
H -3.23 -6.95 2.21
H 4.31 5.30 -5.26
H 0.58 -0.31 1.63
H -6.59 -5.03 -0.07
H 0.86 0.47 0.07
H -7.26 -3.38 -0.25
H -7.56 -4.37 1.21
H 5.90 5.90 -4.74
H 1.76 4.10 -0.47
H 5.92 5.48 -1.90
H -2.33 -6.29 0.87
H -4.25 -4.88 0.28
H -0.63 -0.44 0.35
H 0.36 3.05 -0.68
H -2.81 -5.09 3.65
H 4.64 4.23 -0.18
H 0.22 4.50 0.31
H 5.88 3.42 -4.93
*
```



Calculated total energy per entry: -108330.8019; -54954.0722; -45101.9541; -6312.3601; -9821.9496; -97555.0563; -11789.0416; -38705.0281 eV